The following is a quantum chemistry calculation of a molecular structure, C30H28Cl3GeN3O4PSV, from the Open Molecules 2025 dataset.

```
72
Properties=species:S:1:pos:R:3:forces:R:3:lowdin_spin:R:1
V -0.21610 -0.42715 1.20690 -2.124 -0.436 -0.829 1.83
N 2.93846 -3.47967 1.12840 -0.149 0.069 -0.144 0.00
C 2.07032 -2.40719 1.11680 0.010 0.360 -0.108 0.00
S 0.35235 -2.76372 1.18750 0.662 -0.212 -0.138 0.01
N 2.63568 -1.22885 1.04753 -0.579 0.098 0.032 0.00
N 1.72792 -0.14271 1.09921 1.139 -1.123 -0.131 0.00
C 2.29736 0.99121 1.16670 0.255 1.038 0.059 0.04
C 1.63787 2.29942 1.18257 0.253 -0.417 0.092 0.00
C 2.44389 3.42932 1.34526 0.100 0.019 0.048 0.01
C 1.92113 4.70747 1.35894 -0.113 0.012 -0.051 0.00
C 0.53777 4.86880 1.19562 0.157 -0.077 0.031 0.01
C -0.27795 3.77522 1.00824 0.032 0.001 0.051 0.00
C 0.24325 2.46089 1.00137 -0.328 -0.366 -0.189 0.01
O -0.55960 1.45047 0.79248 0.203 0.722 0.033 0.02
H 2.52632 -4.28378 1.57542 0.036 -0.015 0.077 0.00
H 3.82334 -3.23360 1.55213 -0.032 -0.007 0.034 0.00
H 3.38265 0.96848 1.21570 0.098 0.132 -0.004 0.00
H 3.51173 3.27637 1.47838 -0.054 0.026 0.006 0.00
H 2.56642 5.56578 1.50227 -0.019 -0.021 0.011 0.00
H 0.10330 5.86319 1.22890 0.012 -0.026 -0.048 0.00
H -1.34737 3.88466 0.87269 0.013 -0.020 0.004 0.00
O -3.99026 -2.23977 0.60641 -0.097 -0.071 0.074 0.01
C -3.06966 -1.58098 0.13717 0.396 0.341 0.050 0.01
O -2.19422 -0.91898 0.78488 -0.269 -0.120 -0.168 0.02
C -3.00312 -1.47965 -1.39690 0.123 0.141 -0.014 0.00
C -4.17999 -1.78214 -2.08868 0.031 0.023 -0.124 0.00
C -4.25829 -1.65458 -3.46434 0.071 0.013 0.071 0.00
C -3.13349 -1.25969 -4.18602 -0.113 -0.036 0.002 0.00
C -1.95758 -0.98780 -3.51757 0.050 -0.020 0.158 0.00
C -1.87854 -1.06765 -2.12045 -0.064 -0.010 0.151 0.00
P -0.26464 -0.62694 -1.32910 0.090 0.058 -1.379 0.00
C 0.02136 1.04981 -2.05898 0.013 0.001 0.290 0.00
C -1.05895 1.88063 -2.36735 0.049 0.044 -0.051 0.00
C -0.87011 3.22974 -2.63488 0.130 -0.066 0.024 0.00
C 0.40717 3.78207 -2.60662 -0.159 -0.069 -0.051 0.00
C 1.48631 2.97592 -2.29040 0.016 -0.160 0.016 0.00
C 1.28988 1.62960 -1.99177 0.001 0.086 -0.060 0.00
C 0.79982 -1.78257 -2.31190 0.034 -0.036 0.156 0.00
C 1.96180 -1.44618 -2.99926 -0.007 -0.093 -0.091 0.00
C 2.72517 -2.42304 -3.63735 -0.094 0.092 0.049 0.00
C 2.33371 -3.75106 -3.60174 -0.057 0.014 0.048 0.00
C 1.18293 -4.10360 -2.90478 -0.003 0.099 -0.016 0.00
C 0.43336 -3.13229 -2.25790 0.116 -0.022 -0.082 0.00
H -5.02756 -2.10744 -1.49970 0.025 0.006 0.001 0.00
H -5.19100 -1.85617 -3.97980 0.021 -0.034 0.021 0.00
H -3.17850 -1.16180 -5.26457 0.006 -0.017 0.005 0.00
H -1.07904 -0.69232 -4.07839 0.029 0.011 -0.007 0.00
H -2.06320 1.47870 -2.35884 -0.015 -0.003 -0.008 0.00
H -1.72882 3.85869 -2.83715 -0.002 -0.011 -0.019 0.00
H 0.54974 4.83991 -2.79380 0.003 -0.024 -0.003 0.00
H 2.48265 3.39937 -2.23040 -0.041 -0.032 0.051 0.00
H 2.13353 1.04670 -1.64571 0.018 -0.017 -0.009 0.00
H 2.28401 -0.41879 -3.06040 0.009 0.053 -0.011 0.00
H 3.63322 -2.13633 -4.15659 -0.051 0.007 0.001 0.00
H 2.92319 -4.50846 -4.10584 -0.005 0.010 0.039 0.00
H 0.87166 -5.14060 -2.85743 0.008 0.032 0.031 0.00
H -0.44198 -3.42409 -1.69526 -0.061 -0.021 0.012 0.00
Cl 2.43672 -0.03679 4.35173 0.057 0.018 0.046 0.00
Ge 1.11069 -1.94022 4.38946 0.412 -0.063 0.597 0.00
Cl 3.04793 -3.43297 4.47480 -0.027 -0.056 0.040 0.00
Cl 0.75884 -1.77335 6.77250 -0.070 -0.034 -0.103 0.00
C -1.00445 1.35446 4.60536 0.083 0.061 0.058 0.00
C -1.57151 0.41066 3.56245 0.323 -0.303 -0.186 0.01
C -2.54491 -0.59230 4.15624 0.024 -0.089 0.000 0.00
O -0.48869 -0.29239 2.94159 -0.458 0.422 1.770 0.00
H -1.78825 2.02662 4.97387 0.039 -0.055 0.016 0.00
H -0.20045 1.94952 4.16825 -0.025 0.029 0.025 0.00
H -0.58908 0.78967 5.44472 0.015 0.047 -0.036 0.00
H -2.08612 0.99206 2.79856 -0.120 0.113 -0.228 0.00
H -2.07943 -1.10631 5.00239 -0.036 0.012 -0.012 0.00
H -2.81614 -1.32648 3.39787 -0.066 0.015 -0.008 0.00
H -3.45441 -0.08501 4.49859 0.074 -0.042 0.027 0.00
```
Forces are in eV/Å.

Calculated values
max |F|: 2.321 eV/A
<S²>: 2.02
highest occupied orbital energy (spin up / spin down): -1.74 / -1.99 eV
2S+1: 3
net charge: -2